No. 1
A structure of composition C32H21BrF5N3O2RuS. Source: the Open Molecules 2025 dataset; level of theory: the ωB97M-V functional and the def2-TZVPD basis.

Each line ends with the Löwdin spin population.
Positions of all 66 atoms, in Å:
Ru  -1.9186  -0.2933  1.0410  0.5734
C  0.8900  3.2628  3.3285  -0.0010
C  0.0131  2.0484  3.4327  -0.0030
C  0.3894  0.8337  2.9107  0.0117
C  -0.4565  -0.2940  3.0036  -0.0032
C  -1.6852  -0.1859  3.6533  0.0091
C  -2.0666  1.0514  4.2024  0.0001
C  -1.2326  2.1350  4.0912  0.0106
H  0.3924  4.0481  2.7563  -0.0003
H  1.8346  3.0305  2.8399  0.0000
H  1.1071  3.6699  4.3167  -0.0003
H  1.3551  0.7320  2.4296  0.0008
H  -0.0781  -1.2745  2.7408  0.0014
H  -2.2808  -1.0688  3.8358  0.0002
H  -3.0059  1.1356  4.7332  0.0004
H  -1.5253  3.0826  4.5300  0.0006
F  -4.6293  5.6360  2.3178  0.0093
C  -4.5081  4.3299  2.1572  0.0272
C  -3.3140  3.7946  1.6998  -0.0045
F  -2.2744  4.5761  1.4273  -0.0033
C  -3.2268  2.4296  1.5506  0.0245
F  -2.0300  1.9240  1.0980  0.0058
C  -4.2552  1.5504  1.8349  0.0201
S  -4.0789  -0.1824  1.6381  0.2908
C  -5.4418  2.1193  2.2920  0.0243
F  -6.4731  1.3399  2.5892  0.0057
C  -5.5728  3.4880  2.4523  -0.0053
F  -6.7098  4.0034  2.8905  -0.0039
Br  -3.5787  -3.4557  -5.4938  0.0000
C  -3.1580  -3.8640  -3.7012  0.0000
C  -3.0808  -5.1903  -3.2982  0.0001
C  -2.7715  -5.4951  -1.9797  0.0000
C  -2.5374  -4.4820  -1.0660  -0.0001
C  -2.6195  -3.1578  -1.4861  -0.0001
C  -2.9326  -2.8369  -2.8043  0.0001
C  -2.3755  -2.0744  -0.5321  0.0006
O  -2.0333  -2.2905  0.6824  -0.0070
O  -2.4741  -0.8430  -0.8488  0.0036
H  -3.2650  -5.9795  -4.0140  0.0000
H  -2.7174  -6.5296  -1.6699  0.0000
H  -2.3014  -4.7050  -0.0346  -0.0001
H  -2.9974  -1.8032  -3.1133  0.0000
N  4.6253  -1.2131  -2.0419  0.0001
C  5.7293  -0.7207  -2.7048  0.0007
C  6.8913  -1.3282  -3.1759  -0.0001
C  7.7998  -0.5042  -3.8030  0.0007
C  7.5672  0.8762  -3.9595  0.0001
C  6.4170  1.4690  -3.4928  0.0004
C  5.4807  0.6502  -2.8547  0.0003
N  4.2576  0.9731  -2.3025  0.0017
C  3.7849  -0.1499  -1.8368  -0.0003
C  2.4921  -0.2436  -1.1615  0.0036
C  2.0228  -1.4063  -0.5565  -0.0005
C  0.7891  -1.3983  0.0622  0.0039
N  0.0177  -0.3077  0.1156  0.0002
C  0.4623  0.8140  -0.4734  0.0022
C  1.6768  0.8879  -1.1121  -0.0012
H  4.4600  -2.1747  -1.8055  0.0000
H  7.0761  -2.3876  -3.0586  0.0000
H  8.7185  -0.9270  -4.1866  0.0000
H  8.3141  1.4774  -4.4597  0.0000
H  6.2309  2.5276  -3.6104  0.0000
H  2.5972  -2.3221  -0.5482  -0.0001
H  0.3952  -2.2897  0.5326  0.0002
H  -0.1886  1.6768  -0.4230  0.0000
H  2.0075  1.8053  -1.5769  -0.0001

The calculation puts the energy above the lowest of the compared OMol25 structures with the same formula, charge and spin at 37.54 kJ/mol. Its LUMO energy (alpha / beta) is -3.2 / -5.1 eV. Its expectation value of S² is 0.76. The charge is +1. As for the multiplicity: 2.


No. 2
A cluster of 2 separate species, C5H9F4N3O8PS in total at a distorted geometry. Source: the Open Molecules 2025 dataset; level of theory: the ωB97M-V functional and the def2-TZVPD basis.

Each line ends with the natural charge from an NBO analysis.
Positions of all 31 atoms, in Å:
O  2.3006  -1.1846  2.8420  -0.5700
C  1.2013  -0.7363  2.9205  0.9659
F  0.2551  -1.4468  3.5994  -0.3626
N  0.7395  0.4775  2.4899  -0.7838
C  -0.6495  0.6182  2.6307  0.9936
O  -1.1723  1.5843  3.1124  -0.5474
F  -1.4386  -0.3824  2.1844  -0.3444
P  1.3287  1.0210  0.7887  1.2494
O  1.8052  1.6135  -0.7894  -0.7820
C  2.4257  0.6132  -1.4902  0.4280
F  2.4223  0.8669  -2.8042  -0.3367
C  1.5368  -0.6466  -1.1988  0.2917
O  0.3881  -0.6372  -1.9377  -0.6974
S  2.5907  -2.0907  -1.7426  2.3156
O  2.4340  -2.3233  -3.1327  -0.9194
O  3.9374  -1.9012  -1.3298  -0.9338
F  2.0202  -3.3443  -0.9725  -0.4859
O  1.2311  -0.6221  0.1107  -0.8047
H  -0.0280  1.1388  0.3625  -0.1138
H  1.3637  2.3682  1.2772  -0.1327
H  2.6602  0.7867  1.2071  -0.0882
H  3.4243  0.5577  -1.0739  0.1511
H  -0.3142  -0.7158  -1.2862  0.5118
C  -3.3004  0.5348  -0.8612  0.7802
O  -2.1357  0.4958  -1.2039  -0.6615
N  -3.6986  0.4065  0.4396  -0.8525
N  -4.3228  0.7046  -1.7665  -0.8594
H  -4.6598  0.4244  0.7176  0.3773
H  -2.9875  0.2821  1.1438  0.4266
H  -4.0691  0.7992  -2.7308  0.4061
H  -5.2884  0.7378  -1.5060  0.3789

The calculation puts the energy above the lowest of the compared OMol25 structures with the same formula, charge and spin at 0.00 kJ/mol. Its LUMO energy is 2.6 eV. The charge is -1.


No. 3
A structure of composition C16H64B8Ca2O4 at a distorted geometry. Source: the Open Molecules 2025 dataset; level of theory: the ωB97M-V functional and the def2-TZVPD basis.

Each line ends with the Löwdin spin population.
Positions of all 94 atoms, in Å:
Ca  -1.9719  -0.7197  -1.2309  -0.0009
Ca  1.2132  2.2142  -0.3537  -0.0001
B  -3.6849  0.5604  0.0531  0.0035
H  -2.9924  -0.1358  0.5003  0.0008
H  -4.5189  0.7337  0.7154  0.0000
H  -3.1412  1.4827  -0.0811  0.0003
H  -4.0150  0.0978  -0.8641  0.0021
B  -0.1714  1.3172  -4.8326  0.3901
H  0.0973  2.2049  -5.3840  0.0607
H  -1.2010  1.0343  -4.9877  0.0722
H  0.4719  0.4776  -5.0460  0.1292
H  0.0002  1.5220  -3.7872  0.1425
B  -0.7534  3.5209  -1.4494  0.0069
H  -1.4689  4.0648  -2.0464  0.0003
H  -0.3762  2.6166  -1.9013  0.0045
H  0.0327  4.2196  -1.2085  0.0005
H  -1.2174  3.2649  -0.5095  0.0020
B  -3.1434  1.1943  -3.0014  0.0921
H  -3.7499  1.8196  -2.3646  0.0302
H  -2.1528  1.2506  -2.5773  0.0157
H  -3.5968  0.2231  -3.1259  0.0084
H  -3.1866  1.6104  -3.9959  0.0323
B  -0.4442  -1.4433  -3.2452  0.0025
H  -1.3111  -0.8457  -3.4808  0.0017
H  0.4713  -1.0540  -3.6630  0.0007
H  -0.2879  -1.5104  -2.1797  0.0002
H  -0.5699  -2.4225  -3.6806  0.0003
B  1.6248  3.3915  1.6715  0.0001
H  1.5044  2.3198  1.7057  0.0000
H  0.8454  3.8197  1.0604  0.0001
H  1.6323  3.7492  2.6894  0.0000
H  2.6123  3.5768  1.2780  0.0000
B  2.4141  3.1970  -2.4128  0.0002
H  3.4450  2.8891  -2.3307  0.0001
H  1.7959  2.3133  -2.4494  0.0004
H  2.1912  3.7934  -1.5417  0.0001
H  2.2577  3.8520  -3.2559  0.0000
B  0.0020  0.1241  -0.1566  -0.0001
H  0.8591  0.2750  0.4813  0.0000
H  -0.7810  0.8159  0.1127  0.0002
H  0.3267  0.3801  -1.1532  0.0000
H  -0.3635  -0.8899  -0.1066  0.0000
C  -2.0547  -3.2888  2.8642  0.0000
C  -3.1173  -4.0216  2.0915  0.0000
C  -3.4353  -3.0693  1.0151  0.0000
O  -2.1611  -2.4883  0.6725  0.0000
C  -1.5334  -2.1788  1.9488  0.0000
H  -1.1829  -3.8315  3.2295  0.0000
H  -2.5161  -2.8183  3.7324  0.0000
H  -4.0575  -4.1207  2.6339  0.0000
H  -2.7928  -4.9801  1.6864  0.0000
H  -4.1962  -2.3643  1.3499  0.0000
H  -3.8231  -3.6362  0.1687  0.0000
H  -1.7318  -1.1320  2.1791  0.0000
H  -0.4543  -2.2412  1.8081  0.0000
C  2.0864  -4.2468  0.2218  0.0000
C  2.0265  -5.7120  0.0127  0.0000
C  2.1334  -5.7633  -1.5116  0.0000
O  1.3327  -4.6887  -1.9359  0.0000
C  1.1158  -3.7757  -0.8519  0.0000
H  3.0985  -3.8631  0.0930  0.0000
H  1.9096  -3.7999  1.2001  0.0000
H  1.1016  -6.1612  0.3745  0.0000
H  2.8562  -6.1615  0.5581  0.0000
H  1.8519  -6.7039  -1.9852  0.0000
H  3.1179  -5.4570  -1.8650  0.0000
H  0.0906  -3.6483  -0.5043  0.0000
H  1.6366  -2.8682  -1.1573  0.0000
C  -1.9431  3.8142  4.6235  0.0000
C  -3.1830  3.2441  3.8956  0.0000
C  -2.7712  1.9037  3.2703  0.0000
O  -1.6100  1.5268  4.0605  0.0000
C  -0.9885  2.7130  4.3729  0.0000
H  -1.9988  4.0103  5.6942  0.0000
H  -1.4726  4.6623  4.1261  0.0000
H  -3.5010  3.9148  3.0974  0.0000
H  -4.0670  3.1252  4.5221  0.0000
H  -2.3506  1.8976  2.2648  0.0000
H  -3.5409  1.1321  3.2554  0.0000
H  -0.3085  2.9677  3.5599  0.0000
H  -0.2434  2.6072  5.1614  0.0000
C  5.3595  0.2805  0.4758  0.0000
C  4.5835  -0.6467  -0.4032  0.0000
C  3.6348  0.2620  -1.2028  0.0000
O  3.3056  1.1745  -0.1611  0.0000
C  4.4508  1.4172  0.6242  0.0000
H  6.2867  0.6512  0.0389  0.0000
H  5.4765  -0.3325  1.3695  0.0000
H  3.9431  -1.2718  0.2191  0.0000
H  5.2573  -1.2033  -1.0546  0.0000
H  2.8028  -0.3780  -1.4967  0.0000
H  4.0513  0.7946  -2.0577  0.0000
H  4.0552  1.4748  1.6382  0.0000
H  4.7720  2.3742  0.2130  0.0000

The calculation puts the energy above the lowest of the compared OMol25 structures with the same formula, charge and spin at 68.27 kJ/mol. Its LUMO energy (alpha / beta) is 5.4 / 5.3 eV. Its expectation value of S² is 0.75. The charge is -3. As for the multiplicity: 2.


No. 4
A structure of composition C16H41O8Sr at a distorted geometry. Source: the Open Molecules 2025 dataset; level of theory: the ωB97M-V functional and the def2-TZVPD basis.

Each line ends with the natural charge from an NBO analysis.
Positions of all 66 atoms, in Å:
Sr  0.5790  2.6437  3.6220  1.9048
O  -0.1281  -0.9910  -1.1628  -0.6829
C  -0.0729  -0.1170  -0.1904  0.9274
O  -0.2769  1.0739  -0.3778  -0.7908
O  0.0537  -0.5459  0.9446  -0.8572
H  0.0026  -1.7958  -0.6561  0.4906
C  7.6034  -2.8758  4.8951  -0.6311
C  6.4771  -1.8488  4.7206  0.0996
C  5.1021  -2.3930  4.3536  -0.6239
O  6.3455  -1.1166  5.8923  -0.7030
H  7.4168  -3.7484  5.5211  0.2171
H  8.4692  -2.3994  5.3549  0.2275
H  7.9266  -3.2697  3.9315  0.2170
H  6.7656  -1.1604  3.9262  0.1417
H  4.8360  -3.3163  4.8681  0.2215
H  5.1678  -2.6442  3.2950  0.2140
H  4.3195  -1.6398  4.4449  0.1754
H  5.7045  -0.4381  5.6679  0.4446
C  -3.8955  2.3954  -4.7502  -0.6302
C  -3.7586  0.8958  -4.9378  0.1064
C  -4.6671  0.3357  -6.1042  -0.6363
O  -2.4341  0.6076  -5.1598  -0.7229
H  -3.3475  2.7519  -3.8781  0.2034
H  -4.9107  2.7883  -4.6953  0.2054
H  -3.4615  2.8685  -5.6310  0.2119
H  -4.0724  0.3533  -4.0459  0.1501
H  -4.4246  -0.7019  -6.3337  0.2160
H  -4.6518  0.8605  -7.0594  0.2087
H  -5.7291  0.2963  -5.8618  0.2066
H  -2.0375  0.2493  -4.3624  0.4810
C  -5.1747  1.4510  2.2184  -0.6344
C  -4.6721  1.8932  3.6277  0.0926
C  -4.3100  0.6822  4.4526  -0.6245
O  -3.5779  2.6967  3.4322  -0.7679
H  -4.6364  0.5697  1.8696  0.2239
H  -5.0590  2.2625  1.4999  0.2059
H  -6.2323  1.1932  2.2740  0.2236
H  -5.3020  2.5745  4.1997  0.1646
H  -3.5502  0.0858  3.9474  0.2081
H  -5.1897  0.0510  4.5785  0.2391
H  -3.9055  1.0759  5.3851  0.1996
H  -3.9021  3.4511  2.9347  0.4768
C  1.2772  -6.2318  1.6397  -0.6458
C  0.9614  -6.7778  0.2412  0.0974
C  2.0098  -6.4862  -0.8679  -0.6244
O  0.9667  -8.2024  0.4718  -0.7343
H  1.4359  -5.1579  1.5414  0.1989
H  2.0929  -6.7121  2.1801  0.2228
H  0.5545  -6.3342  2.4492  0.2088
H  0.0036  -6.4834  -0.1876  0.1643
H  3.0000  -6.7835  -0.5226  0.2107
H  2.0799  -5.4311  -1.1324  0.2094
H  1.8129  -7.1171  -1.7348  0.2273
H  0.2494  -8.4360  1.0656  0.4653
C  1.2479  5.4499  -4.3730  -0.6476
C  1.3825  6.5196  -3.3147  0.0799
C  0.0042  7.1857  -3.0750  -0.6209
O  1.7074  5.9437  -2.0496  -0.7163
H  0.8048  5.7552  -5.3209  0.2315
H  0.5609  4.6788  -4.0244  0.1977
H  2.1907  4.9592  -4.6142  0.2218
H  2.0114  7.3205  -3.7035  0.1815
H  -0.3229  7.6992  -3.9791  0.2050
H  0.0426  7.9881  -2.3382  0.2096
H  -0.7528  6.4545  -2.7916  0.1959
H  1.2897  5.0944  -2.2101  0.4621

Its LUMO energy is -7.5 eV. The charge is +1.


Values of total energy, in order: -5113.0171; -2101.2652; -2502.1180; -1266.4188, all in a.u..